P.
Entry from the OMol25 dataset: a gas-phase ion, C2H4NO2 (charge -1) (ωB97M-V with the def2-TZVPD basis set).

Last columns: bonded neighbours and bond lengths (Å).
Cartesian coordinates (Å):
1 O -2.47 0.45 0.37  C2 1.243
2 C -1.24 0.55 0.24  O1 1.243, N3 1.312, H6 1.092
3 N -0.39 -0.44 0.10  C2 1.312, C4 1.600, H7 1.012
4 C 1.16 -0.16 -0.20  N3 1.600, O5 1.283, H8 1.135, H9 1.136
5 O 1.46 1.09 -0.24  C4 1.283
6 H -0.67 1.48 0.30  C2 1.092
7 H -0.76 -1.37 -0.05  N3 1.012
8 H 1.27 -0.82 -1.12  C4 1.135
9 H 1.64 -0.79 0.60  C4 1.136

The calculation puts the LUMO energy at 4.53 eV. As for the charge: -1. For the gap between HOMO and LUMO, the calculation gives 0.2844 Ha.

---

Q.
Entry from the OMol25 dataset: 2 unconnected molecules or ions with the total composition C2H4NO2 (ωB97M-V with the def2-TZVPD basis set).

Last columns: bonded neighbours and bond lengths (Å).
Cartesian coordinates (Å):
1 C -0.78 -0.89 -0.27  C2 1.579, N3 1.468, H6 1.116, H7 1.132
2 C 0.05 0.45 -0.25  C1 1.579, N3 1.313, O5 1.366
3 N -1.19 0.46 -0.67  C1 1.468, C2 1.313, O4 1.273
4 O -2.23 1.15 -0.42  N3 1.273
5 O 1.18 0.95 -0.85  C2 1.366, H9 1.021
6 H -0.73 -1.62 -1.11  C1 1.116
7 H -0.92 -1.32 0.77  C1 1.132
8 H 0.13 0.81 1.42  no bonds
9 H 0.95 1.94 -0.88  O5 1.021

The calculation puts the LUMO energy (spin up / spin down) at 4.23 / 4.23 eV. As for the charge: -1. For the gap between HOMO and LUMO (spin up / spin down), the calculation gives 0.2237 / 0.2237 Ha.

---

Tell me which of them is the most stable. Sure, it is P.

---

P.
Entry from the OMol25 dataset: 2 unconnected molecules or ions with the total composition C3H8NO2 (ωB97M-V with the def2-TZVPD basis set).

Last columns: bonded neighbours and bond lengths (Å).
Cartesian coordinates (Å):
1 C -0.40 0.56 2.88  O5 1.211, H7 1.026, H8 1.094
2 C 0.20 0.55 -1.21  N4 1.493, O6 1.314
3 C -1.13 -1.28 -1.88  O6 1.458, H9 1.181, H10 1.111, H11 1.091
4 N 1.40 0.85 -0.38  C2 1.493, H12 1.029, H13 0.992, H14 1.045
5 O 0.32 0.96 1.99  C1 1.211
6 O 0.08 -0.76 -1.25  C2 1.314, C3 1.458
7 H -0.31 0.96 3.82  C1 1.026
8 H -1.08 -0.26 2.66  C1 1.094
9 H -0.76 -1.70 -2.92  C3 1.181
10 H -1.84 -0.43 -1.99  C3 1.111
11 H -1.30 -2.06 -1.14  C3 1.091
12 H 1.71 1.81 -0.61  N4 1.029
13 H 1.91 0.03 -0.60  N4 0.992
14 H 1.19 0.75 0.64  N4 1.045

The calculation puts the LUMO energy at -4.27 eV. As for the charge: +1. For the gap between HOMO and LUMO, the calculation gives 0.3747 Ha.

---

Q.
Entry from the OMol25 dataset: 2 unconnected molecules or ions with the total composition C3H8NO2 (ωB97M-V with the def2-TZVPD basis set).

Last columns: bonded neighbours and bond lengths (Å).
Cartesian coordinates (Å):
1 O 0.34 -1.52 0.21  C2 1.197
2 C 1.39 -1.60 0.77  O1 1.197, O3 1.345, H4 1.098
3 O 2.16 -0.52 1.00  C2 1.345, H5 0.968
4 H 1.75 -2.56 1.17  C2 1.098
5 H 3.09 -0.77 1.03  O3 0.968
6 C -2.11 1.17 -1.58  N8 1.469, H9 1.086, H10 1.090, H11 1.085
7 C -0.81 1.11 0.48  N8 1.276, H12 1.082, H13 1.080
8 N -0.87 1.08 -0.79  C6 1.469, C7 1.276, H14 1.016
9 H -1.89 1.70 -2.50  C6 1.086
10 H -2.87 1.75 -1.05  C6 1.090
11 H -2.42 0.16 -1.81  C6 1.085
12 H -1.72 1.31 1.03  C7 1.082
13 H 0.14 0.90 0.95  C7 1.080
14 H 0.00 1.22 -1.29  N8 1.016

The calculation puts the LUMO energy at -4.87 eV. As for the charge: +1. For the gap between HOMO and LUMO, the calculation gives 0.3651 Ha.

---

Tell me which of them is the most stable. Sure, it is Q.

---

P.
Entry from the OMol25 dataset: C4H5NO in the gas phase (ωB97M-V with the def2-TZVPD basis set).

Last columns: bonded neighbours and bond lengths (Å).
Cartesian coordinates (Å):
1 C -1.30 -0.21 -1.65  C2 1.296, H7 1.122, H8 1.093
2 C -0.30 0.30 -1.00  C1 1.296, C3 1.303
3 C 0.86 0.38 -0.42  C2 1.303, C4 1.475, H9 1.082
4 C 0.97 0.16 1.04  C3 1.475, N5 1.371, O6 1.217
5 N -0.20 -0.15 1.68  C4 1.371, H10 1.006, H11 1.010
6 O 2.02 0.32 1.62  C4 1.217
7 H -0.49 -0.79 -2.17  C1 1.122
8 H -2.22 0.30 -1.96  C1 1.093
9 H 1.77 0.60 -0.97  C3 1.082
10 H -0.11 -0.40 2.65  N5 1.006
11 H -1.01 -0.51 1.18  N5 1.010

The calculation puts the LUMO energy at 0.52 eV. For the gap between HOMO and LUMO, the calculation gives 0.3656 Ha.

---

Q.
Entry from the OMol25 dataset: C4H5NO in the gas phase (ωB97M-V with the def2-TZVPD basis set).

Last columns: bonded neighbours and bond lengths (Å).
Cartesian coordinates (Å):
1 O 2.33 -1.07 0.25  C2 1.227
2 C 1.24 -0.55 0.07  O1 1.227, N3 1.377, C6 1.470
3 N 0.25 -1.32 -0.49  C2 1.377, H7 1.040
4 C -1.37 -0.01 -0.21  C5 1.435, H8 1.070, H9 1.115
5 C -0.47 1.10 -0.04  C4 1.435, C6 1.351, H10 1.092
6 C 0.81 0.84 0.31  C2 1.470, C5 1.351, H11 1.083
7 H 0.34 -2.21 0.03  N3 1.040
8 H -1.55 -0.73 0.56  C4 1.070
9 H -2.31 0.25 -0.76  C4 1.115
10 H -0.79 2.10 -0.33  C5 1.092
11 H 1.52 1.59 0.61  C6 1.083

The calculation puts the LUMO energy (spin up / spin down) at -0.87 / -0.87 eV. For the gap between HOMO and LUMO (spin up / spin down), the calculation gives 0.3069 / 0.3069 Ha.

---

Tell me which of them is the most stable. Sure, it is P.